C9H13N2O2 as an isolated structure in a non-equilibrium geometry, computed with the ωB97M-V functional and the def2-TZVPD basis.

lowest unoccupied orbital energy: -4.0 eV
electronic energy: -16608.482 eV
charge: +1
relative energy (zero: lowest compared OMol25 entry of this formula, charge and spin): 83.1 kcal per mole
frontier orbital gap: 0.3289 Ha

Element x y z (Å)
C: 1.987869 -0.688900 -2.201656
C: 1.702428 0.695970 -2.062063
C: 1.396550 -1.284218 -1.127306
C: -0.082868 0.107399 2.143763
C: -1.702096 2.563237 -0.164892
C: -2.043723 1.091493 0.181266
C: -0.550378 2.306909 0.829885
C: 1.213472 -2.688460 -0.746767
C: -0.790755 -1.178768 2.021394
N: 0.895408 0.876261 -1.078835
N: -0.896383 1.083004 1.110685
O: 0.752166 0.665261 2.720529
O: 0.587423 -0.348550 -0.529640
H: 2.748445 -1.252541 -2.782632
H: 2.288920 1.471180 -2.692241
H: -1.264120 2.598539 -1.147452
H: -2.523500 3.294487 -0.012186
H: -2.978439 0.909493 0.632985
H: -1.845490 0.262795 -0.647409
H: 0.283879 2.833834 1.142941
H: 1.223197 -3.337330 -1.646218
H: 2.115185 -2.972305 -0.027086
H: 0.415762 -2.751214 -0.032988
H: -1.724892 -1.137549 2.517879
H: -0.281178 -1.846245 2.668950
H: -0.926882 -1.273783 0.929095

Force components x, y, z for each atom (eV/Å):
1.59 -1.54 0.82
2.19 -0.21 -1.73
-1.42 0.87 -1.77
-2.49 1.41 -1.70
0.50 -0.99 0.67
0.96 -2.24 -2.18
-2.79 -1.41 -0.95
2.92 -0.58 1.70
0.97 0.77 -0.08
-0.95 1.80 0.33
0.89 1.90 0.75
0.88 -0.31 0.58
1.43 -0.48 -0.20
-0.81 0.96 0.10
-1.80 -0.92 1.45
-0.01 0.42 -0.49
0.97 -0.29 0.17
-1.04 -0.21 0.66
-0.54 2.01 1.49
1.54 0.90 0.79
-0.35 0.21 0.94
-1.45 0.29 -1.74
-0.92 -0.53 -0.32
-1.35 0.66 0.23
0.89 -1.51 -0.38
0.19 -0.99 0.83

Mulliken atomic charge list, values in e, 5 entries: -0.614, -0.208, 0.634, 0.950, -0.582